Record 1
Formula: C2H7N5
Source: OMol25
Level of theory: ωB97M-V/def2-TZVPD

Positions of all 14 atoms, in Å:
H1 -1.235 2.054 -0.186
H2 1.845 1.008 -0.276
N1 0.172 -1.540 -0.368
N2 -0.252 1.726 -0.225
H3 2.059 0.194 1.335
H4 -2.505 -0.649 -0.542
H5 2.119 -2.027 -0.466
C1 1.405 -1.237 -0.205
H6 -0.031 1.534 -1.281
C2 1.659 0.225 0.401
N3 -0.166 0.557 0.552
N4 -0.683 -0.627 -0.038
H7 -2.386 -0.313 1.007
N5 -2.002 -0.906 0.292

Cartesian forces (eV/Å) of the 3 atoms listed first:
H 0.82 -0.20 -0.06
H 0.86 0.84 -0.55
N 0.51 -1.65 0.33

**LUMO**: 1.04 eV
**E_tot**: -353.98099 Ha



Record 2
Formula: C18H22N4O4S
Source: OMol25
Level of theory: ωB97M-V/def2-TZVPD

Positions of all 49 atoms, in Å:
C1 3.605 -2.743 0.640
C2 2.703 -3.714 0.208
H1 -7.497 -0.017 0.828
H2 6.809 1.339 2.167
H3 -5.815 4.855 -0.864
C3 -5.947 0.108 -0.629
H4 -0.440 -0.112 -3.057
H5 -5.879 -0.379 1.453
H6 -4.406 0.160 -1.875
C4 -6.447 0.272 0.792
H7 -4.825 4.887 0.613
H8 6.050 -2.593 0.104
C5 5.907 -2.724 1.183
O1 -0.305 -2.423 -2.551
C6 -2.276 0.455 -0.574
C7 1.695 -3.360 -0.685
H9 2.804 -4.738 0.556
N1 0.396 -0.351 -2.536
C8 5.116 2.068 1.027
H10 -1.489 0.771 0.112
C9 -3.641 0.905 -0.033
C10 5.424 -0.244 1.374
C11 -4.856 4.568 -0.431
H11 0.990 -4.101 -1.049
H12 -2.246 -0.632 -0.666
C12 4.262 -0.261 0.623
O2 -6.719 -0.246 -1.504
H13 5.975 -1.540 2.979
O3 -2.910 3.019 0.858
C13 0.523 -1.644 -2.097
H14 -6.346 1.308 1.107
O4 4.589 -3.191 1.484
H15 -4.051 5.072 -0.970
C14 6.192 -1.421 1.913
S1 3.746 1.371 0.186
H16 0.958 0.362 -2.077
C15 3.433 -1.405 0.187
N2 2.443 -1.095 -0.676
C16 -3.717 2.442 0.141
H17 5.305 3.135 1.081
H18 7.261 -1.208 1.815
H19 -5.296 2.593 -1.108
N3 -4.674 0.365 -0.925
H20 6.626 -3.480 1.514
H21 -3.759 0.468 0.959
N4 -4.673 3.119 -0.514
H22 -2.096 0.904 -1.551
C17 1.586 -2.036 -1.129
C18 5.911 1.111 1.601

Cartesian forces (eV/Å) of the 3 atoms listed first:
C -0.20 -0.24 -0.22
C -0.24 0.64 -0.36
H 0.16 0.04 -0.13

**LUMO**: 0.07 eV
**SMILES string**: NC(=O)c1ccc2c(n1)-c1sccc1CCO2.CNC(=O)[C@H](C)NC(C)=O
**E_tot**: -1617.33920 Ha



Record 3
Formula: C3H9N3
Source: OMol25
Level of theory: ωB97M-V/def2-TZVPD

Positions of all 15 atoms, in Å:
N1 1.240 -2.397 0.204
H1 -2.307 1.447 1.909
N2 1.134 -1.359 -1.829
H2 0.332 -1.872 -1.817
H3 -2.076 1.513 -0.269
H4 -0.658 1.285 -1.244
C1 -0.982 1.699 -0.188
C2 1.733 -1.538 -0.556
C3 -1.344 0.792 1.868
H5 2.600 -0.900 -0.319
H6 -1.115 0.452 2.868
N3 -0.448 0.947 0.978
H7 1.091 -0.515 -2.432
H8 1.509 -2.320 1.133
H9 -0.707 2.764 -0.307

Cartesian forces (eV/Å) of the 3 atoms listed first:
N -1.58 -0.64 -1.19
H 1.05 -1.48 -0.72
N 2.90 1.56 0.28

**LUMO**: 0.99 eV
**SMILES string**: [H]/N=C/N.C=NC
**E_tot**: -283.88896 Ha



Record 4
Formula: C18H22FeIN2O4PS2
Source: OMol25
Level of theory: ωB97M-V/def2-TZVPD

Positions of all 51 atoms, in Å:
H1 3.068 -3.003 -2.370
C1 -1.217 -0.599 3.760
H2 -0.797 1.354 6.498
H3 2.024 -3.755 -3.612
S1 -0.970 0.998 -0.553
C2 -1.477 -0.024 4.995
H4 -1.668 4.117 -3.266
C3 1.765 5.124 -0.672
H5 -2.669 3.501 -4.589
H6 0.409 5.292 -2.354
O1 1.718 -1.498 -0.555
C4 0.945 -2.497 -0.610
C5 -1.681 3.447 -4.126
P1 0.313 1.983 -1.660
O2 0.072 3.557 -1.341
O3 -0.031 1.896 -3.243
H7 -0.725 -2.561 2.366
H8 -0.210 -4.887 2.299
N1 0.258 -0.859 1.773
H9 -2.416 -3.665 1.528
C6 -0.778 -4.038 0.186
H10 -1.481 1.336 -4.538
H11 -2.423 -5.260 0.778
H12 -1.943 -1.283 3.342
H13 2.326 4.336 -0.171
H14 1.679 4.079 -2.556
I1 2.394 1.329 2.442
C7 -1.382 2.025 -3.699
H15 -2.064 1.693 -2.913
N2 0.340 -4.483 -1.895
H16 2.464 5.888 -1.021
H17 -0.943 3.794 -4.851
C8 -0.597 0.901 5.536
H18 1.869 -2.024 -3.162
Fe1 1.199 0.197 0.402
C9 0.781 0.688 3.580
H19 -1.150 -5.701 -1.091
C10 1.061 -3.411 -1.751
C11 -0.572 -4.798 -0.927
C12 -0.067 -0.276 3.042
H20 1.216 2.007 5.204
O4 -1.154 -5.060 2.375
C13 2.063 -3.035 -2.797
S2 2.209 1.488 -1.469
C14 -1.777 -4.494 1.210
C15 -0.190 -2.059 1.562
H21 -2.382 -0.294 5.524
H22 1.081 5.578 0.046
C16 0.998 4.532 -1.833
C17 0.531 1.265 4.816
C18 -0.021 -2.844 0.364

Cartesian forces (eV/Å) of the 3 atoms listed first:
H 0.00 -0.03 0.00
C -0.15 0.05 0.20
H 0.02 0.00 0.00

**LUMO (spin up / spin down)**: 2.36 / 2.38 eV
**Spin multiplicity**: 2
**E_tot**: -3808.85676 Ha
**Net charge**: -1



Record 5
Formula: C4H4AgO5
Source: OMol25
Level of theory: ωB97M-V/def2-TZVPD

Positions of all 14 atoms, in Å:
C1 -0.981 0.608 0.047
C2 -2.827 -0.726 -0.285
O1 -2.381 0.615 -0.088
O2 -0.471 0.449 -1.324
Ag1 0.089 2.454 0.673
C3 -1.670 -1.577 0.259
H1 -3.011 -0.921 -1.352
O3 -0.716 -0.611 0.694
O4 0.974 0.904 -2.990
H2 -1.241 -2.226 -0.518
H3 -3.764 -0.864 0.269
C4 0.602 1.190 -1.855
O5 1.017 2.145 -1.126
H4 -1.957 -2.194 1.121

Cartesian forces (eV/Å) of the 3 atoms listed first:
C -0.17 -1.64 -2.11
C -0.02 0.01 -0.04
O 0.29 0.68 0.17

**LUMO (spin up / spin down)**: 3.48 / 2.10 eV
**Spin multiplicity**: 3
**E_tot**: -677.93039 Ha
**Net charge**: -1



Record 6
Formula: C6H15NSi
Source: OMol25
Level of theory: ωB97M-V/def2-TZVPD

Positions of all 23 atoms, in Å:
C1 -1.093 0.695 3.211
C2 -1.789 0.043 1.975
H1 -1.952 2.731 0.006
C3 1.031 1.277 -2.423
H2 1.812 -1.334 0.558
H3 -2.788 0.107 2.420
H4 -1.419 1.733 3.321
H5 -0.491 -2.447 -1.111
C4 -0.047 -1.801 -1.944
H6 2.157 1.179 -2.377
H7 -1.719 -1.038 1.882
H8 0.739 2.322 -2.264
C5 1.901 -0.460 -0.117
H9 2.630 -0.444 -0.875
H10 -0.767 -1.804 -2.672
N1 -2.188 2.041 0.725
C6 -1.709 0.891 0.752
Si1 0.409 -0.065 -1.175
H11 0.944 0.887 -3.407
H12 -1.239 -0.055 4.020
H13 1.959 0.435 0.531
H14 0.845 -2.203 -2.365
H15 -0.026 0.781 3.083

Cartesian forces (eV/Å) of the 3 atoms listed first:
C 0.92 -1.26 -0.80
C -1.48 0.44 1.55
H -0.06 -0.85 -0.04

**LUMO**: 0.31 eV
**E_tot**: -581.72252 Ha



Record 7
Formula: C16H21N3OS
Source: OMol25
Level of theory: ωB97M-V/def2-TZVPD

Positions of all 42 atoms, in Å:
C1 1.101 -0.925 -0.060
H1 5.512 -1.007 0.318
C2 -5.832 0.222 -0.716
C3 -3.384 -1.060 1.149
C4 5.714 -0.341 -0.523
H2 3.899 2.552 -0.615
H3 6.588 -0.730 -1.050
H4 -2.273 -2.840 0.597
H5 4.866 0.949 1.790
H6 -6.216 -0.744 -0.978
N1 -6.540 1.316 -0.664
O1 -0.339 -2.686 -0.660
H7 -0.708 -0.580 1.656
H8 -5.999 3.309 -0.186
C5 2.882 0.805 0.023
C6 6.061 1.054 -0.002
C7 5.043 1.648 0.970
H9 -3.260 -0.209 1.825
H10 7.024 0.994 0.512
N2 -4.530 0.437 -0.413
H11 -2.221 -2.440 2.332
C8 2.193 -1.230 -0.823
H12 3.143 2.671 0.979
C9 -3.489 -0.544 -0.291
C10 -2.209 -2.022 1.319
C11 -4.422 1.771 -0.138
H13 5.469 2.559 1.396
H14 -3.702 -1.376 -0.968
C12 4.523 -0.368 -1.487
C13 3.705 2.010 0.316
H15 -4.309 -1.571 1.420
H16 -3.488 2.221 0.132
C14 3.212 -0.255 -0.774
C15 -0.111 -1.742 0.074
H17 4.532 -1.305 -2.045
N3 -0.947 -1.369 1.077
H18 6.185 1.732 -0.850
H19 -2.539 -0.092 -0.591
H20 4.625 0.451 -2.204
S1 1.320 0.604 0.738
H21 2.249 -2.138 -1.397
C16 -5.671 2.295 -0.302

Cartesian forces (eV/Å) of the 3 atoms listed first:
C 0.51 0.51 -0.03
H 0.04 -0.07 0.00
C -0.04 -0.12 -0.05

**LUMO**: 0.41 eV
**SMILES string**: O=C(NCCCn1ccnc1)c1cc2c(s1)CCCCC2
**E_tot**: -1260.01644 Ha



Record 8
Formula: C23H33BN2O17P
Source: OMol25
Level of theory: ωB97M-V/def2-TZVPD

Positions of all 77 atoms, in Å:
H1 1.383 -2.928 -1.701
H2 0.589 -2.151 5.055
H3 2.864 -7.663 2.038
O1 1.628 -6.388 3.089
C1 -4.251 1.762 -1.671
H4 -5.500 4.855 -3.843
H5 -5.642 0.285 -0.972
H6 6.816 1.910 -0.690
H7 6.389 0.077 0.843
H8 -5.115 1.414 0.280
C2 1.509 1.082 -1.371
O2 -2.640 3.318 -2.142
H9 -0.582 -1.526 1.379
H10 3.489 -1.143 -1.978
H11 -1.242 -2.332 -1.453
H12 -2.277 -2.157 0.887
H13 3.358 -4.654 1.722
H14 0.988 -3.221 -0.120
H15 3.098 4.752 -1.485
H16 -4.005 1.141 -2.540
O3 -0.324 -5.518 2.385
C3 -0.322 -0.347 -1.143
H17 -5.056 2.439 -1.947
C4 2.516 -4.590 5.468
O4 4.878 2.284 -0.020
C5 0.748 2.093 -1.925
N1 1.001 -0.111 -1.002
H18 -0.092 -3.781 4.860
C6 -4.793 0.844 -0.590
O5 3.051 1.948 1.242
O6 -6.951 3.509 -3.200
C7 2.884 -6.651 2.445
O7 -9.017 2.874 -2.568
C8 -1.303 -1.776 0.607
C9 -8.307 3.630 -3.140
O8 -1.218 3.369 -3.806
C10 -0.995 -1.601 -0.690
H19 -7.703 5.964 -5.142
H20 2.567 1.255 -1.234
H21 -2.178 0.371 -1.818
O9 1.893 -4.616 6.661
O10 3.434 -5.284 5.173
O11 5.068 1.229 1.928
C11 2.919 -5.588 1.369
C12 2.166 4.298 -1.151
H22 3.700 -6.562 3.154
C13 -7.564 5.496 -4.172
H23 -7.419 6.270 -3.418
C14 1.000 -3.499 6.729
H24 1.409 4.783 -3.752
B1 1.484 3.480 -2.301
O12 1.522 -5.374 1.111
H25 2.436 3.606 -0.351
C15 6.338 1.076 1.277
C16 -1.136 0.609 -1.707
H26 6.660 3.124 0.594
H27 -6.343 3.955 -5.120
O13 1.955 -3.667 4.647
H28 7.149 1.197 1.989
C17 -1.508 2.880 -2.754
C18 -6.461 4.456 -4.158
O14 3.537 -1.038 -1.015
H29 3.432 -5.906 0.465
H30 1.503 -2.677 7.239
H31 1.500 5.047 -0.720
N2 1.715 -2.874 -0.739
P1 2.151 -1.334 -0.240
O15 1.510 3.837 -3.604
H32 0.101 -3.764 7.278
O16 -8.715 4.722 -3.820
O17 -3.134 2.442 -1.124
C19 4.226 1.829 1.074
H33 -4.018 0.161 -0.237
C20 -0.620 1.835 -2.115
C21 6.290 2.167 0.224
C22 0.833 -5.747 2.219
C23 0.744 -3.207 5.262

Cartesian forces (eV/Å) of the 3 atoms listed first:
H 0.16 -0.50 -0.02
H 0.17 0.01 -0.07
H -0.09 0.02 -0.04

**LUMO**: -3.87 eV
**E_tot**: -2650.79696 Ha
**Net charge**: +1